[1]
Below is a cluster of 11 separate species, C21H55BBrF7O14 in total, with properties calculated with ωB97M-V with the def2-TZVPD basis set.

Each atom is followed by the atoms it is bonded to, with distances in Å.
Element x y z (Å)
1 C 1.6707 -2.4871 2.9426  C2 1.592, H25 1.151, H26 1.153, H27 1.152
2 C 1.9767 -1.8264 1.5272  C1 1.592, C3 1.584, H28 1.147, H29 1.155
3 C 0.9116 -0.7991 0.9625  C2 1.584, C4 1.601, H30 1.157, H31 1.148
4 C -0.5018 -1.3509 0.4526  C3 1.601, C5 1.632, O9 1.437, C15 1.625
5 C -1.0022 -0.1207 -0.4950  C4 1.632, C6 1.568, H32 1.154, H33 1.154
6 C -2.4215 -0.2298 -1.1521  C5 1.568, C7 1.634, Br8 1.980, H34 1.150
7 C -2.5544 1.0440 -2.1661  C6 1.634, H35 1.143, H36 1.148, H37 1.146
8 Br -3.9996 -0.1087 0.0381  C6 1.980
9 O -1.4919 -1.6581 1.4477  C4 1.437, C10 1.394
10 C -1.4693 -0.9199 2.6303  O9 1.394, O11 1.264, B12 1.633
11 O -1.2486 -1.5446 3.7064  C10 1.264
12 B -1.7929 0.6668 2.8377  C10 1.633, O13 1.432, O14 1.450
13 O -0.8317 1.7238 2.7406  B12 1.432, H38 0.989
14 O -3.1547 1.0323 3.1738  B12 1.450, H39 0.980
15 C -0.4005 -2.7425 -0.3795  C4 1.625, F16 1.444, F17 1.434, C18 1.585
16 F -1.7468 -3.1580 -0.6941  C15 1.444
17 F 0.0279 -3.8335 0.4469  C15 1.434
18 C 0.3518 -2.6615 -1.7718  C15 1.585, F19 1.407, F20 1.432, C21 1.629
19 F 1.6066 -2.0241 -1.7706  C18 1.407
20 F -0.4068 -2.0353 -2.8120  C18 1.432
21 C 0.6508 -4.1489 -2.3652  C18 1.629, F22 1.402, F23 1.431, F24 1.397
22 F 1.6620 -4.8214 -1.6637  C21 1.402
23 F 1.1961 -3.9007 -3.6648  C21 1.431
24 F -0.5062 -4.9010 -2.5813  C21 1.397
25 H 1.4805 -1.7164 3.7758  C1 1.151
26 H 0.7852 -3.2248 2.9058  C1 1.153
27 H 2.5816 -3.1365 3.2159  C1 1.152
28 H 2.1949 -2.6471 0.7564  C2 1.147
29 H 2.9745 -1.2563 1.6425  C2 1.155
30 H 1.3985 -0.3158 0.0312  C3 1.157
31 H 0.8483 0.0774 1.7015  C3 1.148
32 H -0.2238 -0.0366 -1.3433  C5 1.154
33 H -0.9308 0.8914 0.0551  C5 1.154
34 H -2.5986 -1.1313 -1.8444  C6 1.150
35 H -3.3702 0.8440 -2.9409  C7 1.143
36 H -2.8804 1.9908 -1.6053  C7 1.148
37 H -1.5217 1.1990 -2.6384  C7 1.146
38 H -1.2420 2.4672 3.2484  O13 0.989
39 H -3.4059 1.8564 2.7073  O14 0.980
40 C 5.1542 -1.2822 -3.2772  O41 1.421, H42 1.090, H43 1.093, H44 1.093
41 O 5.1281 -2.4422 -2.4572  C40 1.421, H45 0.965
42 H 6.1916 -1.0329 -3.5015  C40 1.090
43 H 4.6194 -1.4791 -4.2098  C40 1.093
44 H 4.6878 -0.4471 -2.7472  C40 1.093
45 H 4.2018 -2.6411 -2.2735  O41 0.965
46 C -6.3509 2.7690 1.4092  O47 1.420, H48 1.091, H49 1.093, H50 1.093
47 O -5.7397 2.8077 0.1282  C46 1.420, H51 0.965
48 H -5.7451 2.1467 2.0691  C46 1.091
49 H -6.4111 3.7800 1.8209  C46 1.093
50 H -7.3525 2.3397 1.3281  C46 1.093
51 H -6.2933 3.3622 -0.4350  O47 0.965
52 C 1.9926 -2.4920 -7.0385  O53 1.419, H54 1.090, H55 1.093, H56 1.093
53 O 2.4564 -1.6982 -5.9571  C52 1.419, H57 0.965
54 H 2.8115 -2.6462 -7.7411  C52 1.090
55 H 1.6513 -3.4603 -6.6635  C52 1.093
56 H 1.1725 -1.9776 -7.5465  C52 1.093
57 H 1.7128 -1.5787 -5.3531  O53 0.965
58 C 0.8853 4.5287 0.3479  O59 1.420, H60 1.091, H61 1.092, H62 1.092
59 O 1.2260 3.1990 0.7131  C58 1.420, H63 0.967
60 H 1.7409 4.9878 -0.1488  C58 1.091
61 H 0.0341 4.5155 -0.3362  C58 1.092
62 H 0.6354 5.1030 1.2424  C58 1.092
63 H 0.4521 2.8171 1.1500  O59 0.967
64 C -0.0203 -8.3515 -1.6598  O65 1.420, H66 1.090, H67 1.093, H68 1.093
65 O -0.0865 -7.5479 -0.4915  C64 1.420, H69 0.965
66 H -0.1225 -9.3981 -1.3727  C64 1.090
67 H -0.8334 -8.0821 -2.3392  C64 1.093
68 H 0.9438 -8.2049 -2.1542  C64 1.093
69 H 0.0060 -6.6291 -0.7708  O65 0.965
70 C -1.7538 1.0605 -5.8469  O71 1.421, H72 1.090, H73 1.093, H74 1.093
71 O -2.0285 0.0843 -4.8519  C70 1.421, H75 0.965
72 H -1.4192 1.9758 -5.3580  C70 1.090
73 H -0.9662 0.6982 -6.5126  C70 1.093
74 H -2.6603 1.2684 -6.4208  C70 1.093
75 H -2.3220 -0.7139 -5.3090  O71 0.965
76 C -1.4313 7.0370 2.0080  O77 1.423, H78 1.091, H79 1.092, H80 1.090
77 O -1.7085 6.1596 0.9229  C76 1.423, H81 0.965
78 H -1.0663 6.4488 2.8513  C76 1.091
79 H -0.6658 7.7579 1.7119  C76 1.092
80 H -2.3421 7.5602 2.3003  C76 1.090
81 H -2.0283 6.7029 0.1927  O77 0.965
82 C 0.5712 -1.7753 7.0852  O83 1.418, H84 1.090, H85 1.094, H86 1.093
83 O 0.3097 -2.6447 5.9964  C82 1.418, H87 0.967
84 H 0.9374 -2.3652 7.9260  C82 1.090
85 H 1.3319 -1.0431 6.7996  C82 1.094
86 H -0.3490 -1.2622 7.3780  C82 1.093
87 H -0.0129 -2.0985 5.2660  O83 0.967
88 C -1.1838 10.7189 2.4546  O89 1.420, H90 1.090, H91 1.093, H92 1.093
89 O -1.6832 9.6418 3.2343  C88 1.420, H93 0.965
90 H -1.8351 10.8595 1.5918  C88 1.090
91 H -1.1735 11.6339 3.0519  C88 1.093
92 H -0.1725 10.4877 2.1098  C88 1.093
93 H -1.0909 9.5386 3.9893  O89 0.965
94 C 5.8544 -3.7413 2.5159  O95 1.420, H96 1.090, H97 1.093, H98 1.093
95 O 4.5065 -4.0341 2.1767  C94 1.420, H99 0.965
96 H 5.9762 -2.6593 2.5684  C94 1.090
97 H 6.0941 -4.1793 3.4882  C94 1.093
98 H 6.5234 -4.1432 1.7509  C94 1.093
99 H 4.4249 -4.9950 2.1367  O95 0.965

As for the SMILES: CCC[C@](C[C@H](C)Br)(OC(=O)B(O)O)C(F)(F)C(F)(F)C(F)(F)F.CO.CO.CO.CO.CO.CO.CO.CO.CO.CO. As for the multiplicity: 1.

Atomic partial charges in e from the Mulliken method, atoms 1 to 6: -0.831 -0.758 -0.226 0.708 -1.436 0.015


[2]
Below is a cluster of 4 separate species, C21H55BOP in total, with properties calculated with ωB97M-V with the def2-TZVPD basis set.

Each atom is followed by the atoms it is bonded to, with distances in Å.
Element x y z (Å)
1 C 2.4137 3.7963 2.0104  C2 1.565, H7 1.092, H8 1.091, H9 1.094
2 C 1.6923 5.0749 1.4680  C1 1.565, B3 1.616, H10 1.094, H11 1.102
3 B 0.3176 5.4433 2.2325  C2 1.616, O4 1.407, P5 1.948
4 O 0.4445 6.3004 3.3414  B3 1.407, H12 0.954
5 P -1.3716 4.7414 1.5622  B3 1.948, C6 1.924, H13 1.471, H14 1.484, H15 1.489, H16 1.491
6 C -1.2411 3.1227 2.5936  P5 1.924, H17 1.105, H18 1.107, H19 1.104
7 H 2.5645 3.8906 3.0874  C1 1.092
8 H 1.8169 2.9082 1.7970  C1 1.091
9 H 3.3780 3.7409 1.4972  C1 1.094
10 H 1.4723 4.9317 0.4060  C2 1.094
11 H 2.3899 5.9184 1.5921  C2 1.102
12 H -0.3689 6.3044 3.8393  O4 0.954
13 H -0.6542 4.0869 0.4575  P5 1.471
14 H -2.6666 4.3151 0.9769  P5 1.484
15 H -2.0739 5.3750 2.7119  P5 1.489
16 H -1.5171 6.0041 0.7820  P5 1.491
17 H -2.1269 3.0010 3.2421  C6 1.105
18 H -0.3723 3.1532 3.2786  C6 1.107
19 H -1.1783 2.2118 1.9731  C6 1.104
20 C 3.2147 -0.4125 0.9802  C21 1.523, H26 1.093, H27 1.093, H28 1.092
21 C 2.1124 -0.0992 -0.0228  C20 1.523, C22 1.527, H29 1.096, H30 1.093
22 C 0.7121 -0.1650 0.5820  C21 1.527, C23 1.529, H31 1.094, H32 1.094
23 C 0.2898 -1.5360 1.1110  C22 1.529, C24 1.529, H33 1.095, H34 1.095
24 C 0.3327 -2.6667 0.0826  C23 1.529, C25 1.525, H35 1.095, H36 1.095
25 C -0.6169 -2.4538 -1.0920  C24 1.525, H37 1.092, H38 1.092, H39 1.091
26 H 3.1315 -1.4322 1.3644  C20 1.093
27 H 4.1954 -0.3217 0.5066  C20 1.093
28 H 3.1843 0.2757 1.8272  C20 1.092
29 H 2.1908 -0.7754 -0.8816  C21 1.096
30 H 2.2768 0.9100 -0.4101  C21 1.093
31 H -0.0080 0.1730 -0.1684  C22 1.094
32 H 0.6476 0.5576 1.4004  C22 1.094
33 H -0.7267 -1.4539 1.5090  C23 1.095
34 H 0.9222 -1.8102 1.9613  C23 1.095
35 H 0.0629 -3.6013 0.5848  C24 1.095
36 H 1.3528 -2.8041 -0.2908  C24 1.095
37 H -1.6478 -2.3522 -0.7453  C25 1.092
38 H -0.5742 -3.3034 -1.7774  C25 1.092
39 H -0.3592 -1.5588 -1.6608  C25 1.091
40 C 4.0967 -4.8854 -5.4872  C41 1.525, H46 1.092, H47 1.092, H48 1.092
41 C 3.3281 -5.0576 -4.1819  C40 1.525, C42 1.528, H49 1.094, H50 1.094
42 C 2.9190 -3.7330 -3.5387  C41 1.528, C43 1.529, H51 1.094, H52 1.095
43 C 4.0794 -2.8270 -3.1243  C42 1.529, C44 1.528, H53 1.095, H54 1.094
44 C 5.0749 -3.4550 -2.1496  C43 1.528, C45 1.524, H55 1.094, H56 1.094
45 C 4.4471 -3.8346 -0.8136  C44 1.524, H57 1.092, H58 1.092, H59 1.092
46 H 5.0402 -4.3584 -5.3331  C40 1.092
47 H 4.3360 -5.8580 -5.9219  C40 1.092
48 H 3.5098 -4.3248 -6.2177  C40 1.092
49 H 3.9211 -5.6531 -3.4822  C41 1.094
50 H 2.4220 -5.6357 -4.3855  C41 1.094
51 H 2.2915 -3.9436 -2.6673  C42 1.094
52 H 2.2820 -3.1809 -4.2373  C42 1.095
53 H 3.6643 -1.9205 -2.6725  C43 1.095
54 H 4.6207 -2.4955 -4.0157  C43 1.094
55 H 5.8788 -2.7361 -1.9676  C44 1.094
56 H 5.5476 -4.3344 -2.5973  C44 1.094
57 H 4.0025 -2.9614 -0.3317  C45 1.092
58 H 5.2022 -4.2424 -0.1390  C45 1.092
59 H 3.6693 -4.5914 -0.9333  C45 1.092
60 C -5.2996 2.5475 2.9191  C61 1.522, H66 1.091, H67 1.091, H68 1.094
61 C -5.9164 2.3493 1.5419  C60 1.522, C62 1.528, H69 1.093, H70 1.095
62 C -6.3530 0.9093 1.2772  C61 1.528, C63 1.530, H71 1.095, H72 1.096
63 C -5.2182 -0.1169 1.3027  C62 1.530, C64 1.529, H73 1.096, H74 1.094
64 C -4.0754 0.1547 0.3242  C63 1.529, C65 1.525, H75 1.095, H76 1.093
65 C -4.5084 0.1286 -1.1376  C64 1.525, H77 1.094, H78 1.091, H79 1.091
66 H -4.3884 1.9593 3.0346  C60 1.091
67 H -5.0289 3.5942 3.0625  C60 1.091
68 H -5.9971 2.2629 3.7128  C60 1.094
69 H -5.2087 2.6794 0.7774  C61 1.093
70 H -6.7923 2.9997 1.4514  C61 1.095
71 H -6.8656 0.8669 0.3104  C62 1.095
72 H -7.1004 0.6178 2.0240  C62 1.096
73 H -5.6408 -1.1066 1.0931  C63 1.096
74 H -4.8049 -0.1757 2.3138  C63 1.094
75 H -3.3052 -0.6087 0.4735  C64 1.095
76 H -3.6011 1.1136 0.5495  C64 1.093
77 H -4.9506 -0.8375 -1.3964  C65 1.094
78 H -3.6501 0.2922 -1.7916  C65 1.091
79 H -5.2402 0.9086 -1.3546  C65 1.091

Its net charge is -1. As for the multiplicity: 1.

Atomic partial charges in e from the Mulliken method, atoms 1 to 6: -0.617 -0.611 0.523 -0.673 -0.113 -1.015


[3]
Below is a cluster of 7 separate species, C21H55NO7 in total, with properties calculated with ωB97M-V with the def2-TZVPD basis set.

Each atom is followed by the atoms it is bonded to, with distances in Å.
Element x y z (Å)
1 C 2.3830 4.2882 1.6836  C2 1.517, H12 1.090, H13 1.090, H14 1.090
2 C 1.4011 3.8554 2.7564  C1 1.517, C3 1.547, C4 1.548, N10 1.501
3 C 1.3440 4.9299 3.8682  C2 1.547, H15 1.090, H16 1.090, H17 1.090
4 C 0.0374 3.7471 2.0312  C2 1.548, C5 1.497, H18 1.090, H19 1.090
5 C -0.9555 2.8536 2.7068  C4 1.497, C6 1.578, H20 1.090, H21 1.090
6 C -0.3367 1.4319 3.0004  C5 1.578, C7 1.557, H22 1.090, H23 1.090
7 C 0.8990 1.5808 3.9357  C6 1.557, C8 1.491, C9 1.564, N10 1.501
8 C 0.5848 1.9379 5.3492  C7 1.491, H24 1.090, H25 1.090, H26 1.090
9 C 1.5448 0.1578 4.0003  C7 1.564, H27 1.090, H28 1.090, H29 1.090
10 N 1.8519 2.5070 3.2387  C2 1.501, C7 1.501, O11 1.400
11 O 3.1056 2.5619 3.8591  N10 1.400, H30 0.960
12 H 2.4196 3.5578 0.8754  C1 1.090
13 H 2.1363 5.2689 1.2766  C1 1.090
14 H 3.3686 4.3342 2.1468  C1 1.090
15 H 2.2937 4.9851 4.4003  C3 1.090
16 H 1.0852 5.9064 3.4588  C3 1.090
17 H 0.5846 4.6989 4.6152  C3 1.090
18 H -0.4537 4.7138 2.1426  C4 1.090
19 H -0.0230 3.5294 0.9649  C4 1.090
20 H -1.2406 3.3107 3.6544  C5 1.090
21 H -1.8646 2.8855 2.1062  C5 1.090
22 H -0.1921 0.9244 2.0467  C6 1.090
23 H -1.1134 0.8224 3.4623  C6 1.090
24 H -0.0053 2.8539 5.3786  C8 1.090
25 H 1.4824 2.0559 5.9562  C8 1.090
26 H 0.0701 1.1382 5.8818  C8 1.090
27 H 1.8708 -0.1712 3.0136  C9 1.090
28 H 0.8731 -0.5832 4.4337  C9 1.090
29 H 2.4193 0.1588 4.6511  C9 1.090
30 H 3.6562 2.0195 3.2898  O11 0.960
31 C -3.6710 -4.1105 -1.8612  C32 1.560, H34 1.090, H35 1.090, H36 1.090
32 C -3.3774 -2.9200 -2.8248  C31 1.560, O33 1.405, H37 1.090, H38 1.090
33 O -4.5891 -2.4422 -3.3524  C32 1.405, H39 0.960
34 H -4.3659 -3.8466 -1.0640  C31 1.090
35 H -2.7958 -4.4708 -1.3206  C31 1.090
36 H -4.1417 -4.9491 -2.3744  C31 1.090
37 H -2.7627 -3.3193 -3.6316  C32 1.090
38 H -2.8703 -2.0651 -2.3773  C32 1.090
39 H -4.3422 -1.8109 -4.0322  O33 0.960
40 C -3.1893 1.6405 -0.8416  C41 1.499, H43 1.090, H44 1.090, H45 1.090
41 C -3.4665 1.4423 -2.3017  C40 1.499, O42 1.383, H46 1.090, H47 1.090
42 O -4.6390 0.7248 -2.4579  C41 1.383, H48 0.960
43 H -3.3768 0.7034 -0.3175  C40 1.090
44 H -3.9578 2.3141 -0.4623  C40 1.090
45 H -2.1697 1.9584 -0.6236  C40 1.090
46 H -2.6760 0.9287 -2.8490  C41 1.090
47 H -3.5892 2.3855 -2.8339  C41 1.090
48 H -4.4964 0.1668 -3.2259  O42 0.960
49 C 3.5220 -2.6674 2.3678  C50 1.502, H52 1.090, H53 1.090, H54 1.090
50 C 2.4691 -2.7335 1.2993  C49 1.502, O51 1.383, H55 1.090, H56 1.090
51 O 3.1039 -2.7531 0.0711  C50 1.383, H57 0.960
52 H 3.8138 -1.6173 2.3819  C49 1.090
53 H 4.3880 -3.3066 2.1957  C49 1.090
54 H 3.1524 -3.0533 3.3179  C49 1.090
55 H 1.8183 -1.8768 1.4741  C50 1.090
56 H 1.8693 -3.6432 1.3279  C50 1.090
57 H 2.4880 -2.3522 -0.5466  O51 0.960
58 C -1.0145 -1.3649 -0.1716  C59 1.548, H61 1.090, H62 1.090, H63 1.090
59 C -0.1224 -2.3765 -0.9315  C58 1.548, O60 1.416, H64 1.090, H65 1.090
60 O 1.0604 -1.7263 -1.3604  C59 1.416, H66 0.960
61 H -1.1793 -0.5035 -0.8188  C58 1.090
62 H -0.5856 -1.0530 0.7807  C58 1.090
63 H -2.0121 -1.7796 -0.0269  C58 1.090
64 H -0.6276 -2.7615 -1.8173  C59 1.090
65 H 0.1411 -3.1949 -0.2614  C59 1.090
66 H 0.9438 -1.1856 -2.1451  O60 0.960
67 C 0.4081 -4.2681 -3.9532  C68 1.537, H70 1.090, H71 1.090, H72 1.090
68 C 0.0068 -3.1458 -4.9237  C67 1.537, O69 1.405, H73 1.090, H74 1.090
69 O -0.7524 -3.6492 -5.9931  C68 1.405, H75 0.960
70 H 0.9947 -5.0250 -4.4739  C67 1.090
71 H -0.4337 -4.8083 -3.5200  C67 1.090
72 H 0.9795 -3.9172 -3.0938  C67 1.090
73 H 0.8618 -2.6465 -5.3793  C68 1.090
74 H -0.5679 -2.3214 -4.5016  C68 1.090
75 H -1.5098 -3.0773 -6.1378  O69 0.960
76 C 1.7703 1.4064 -2.1748  C77 1.525, H79 1.090, H80 1.090, H81 1.090
77 C 1.3611 0.7644 -3.4961  C76 1.525, O78 1.449, H82 1.090, H83 1.090
78 O 0.2844 -0.1754 -3.2567  C77 1.449, H84 0.960
79 H 1.7673 0.6480 -1.3920  C76 1.090
80 H 1.1168 2.2572 -1.9816  C76 1.090
81 H 2.7589 1.8602 -2.2455  C76 1.090
82 H 2.2056 0.1346 -3.7759  C77 1.090
83 H 1.0880 1.4859 -4.2661  C77 1.090
84 H -0.3179 -0.1646 -4.0042  O78 0.960

As for the SMILES: CC1(C)CCCC(C)(C)N1O.CCO.CCO.CCO.CCO.CCO.CCO. As for the multiplicity: 1. Its energy above the lowest of the compared OMol25 structures with the same formula, charge and spin is 38.2 kcal per mole.

Atomic partial charges in e from the Mulliken method, atoms 1 to 6: -1.940 1.735 -1.729 -1.047 -0.913 -0.934


Maximum force in eV/Å, matching the order above: 4.50; 1.39; 2.39
HOMO-LUMO gap in hartree, matching the order above: 0.354; 0.183; 0.296